ORCA calculation (the ωB97M-V functional and the def2-TZVPD basis) on a cluster of 2 separate species, C5H11BO2 in total at a distorted geometry.

Positions of all 19 atoms, in Å:
1 B -1.946 0.267 -0.173
2 C 2.223 1.557 -0.128
3 C 1.420 0.597 0.148
4 C 1.220 -1.996 -0.296
5 C -1.621 1.659 -0.745
6 C 1.147 -0.676 0.702
7 O -2.027 -0.957 -0.778
8 O -2.399 0.254 1.152
9 H 3.221 1.346 0.075
10 H 1.760 2.406 -0.456
11 H 1.900 -1.637 -1.056
12 H 1.615 -2.956 0.127
13 H 0.124 -2.177 -0.672
14 H -1.726 2.442 -0.097
15 H -1.648 1.925 -1.743
16 H 1.849 -0.980 1.519
17 H 0.171 -0.507 1.172
18 H -2.563 -1.603 -0.177
19 H -2.721 1.033 1.428

* highest occupied orbital energy (alpha / beta): -9.145 / -7.520 eV
* calculated total energy: -10131.6860 eV
* gap between HOMO and LUMO (alpha / beta): 9.68 / 6.92 eV
* energy above the lowest of the compared OMol25 structures with the same formula, charge and spin: 109.3 kcal per mole